# 1
This record from OMol25 describes C28H23Cl5MnN6SSi as an isolated structure. The level of theory is wB97M-V/def2-TZVPD.

Structure (XYZ):
```
65
Properties=species:S:1:pos:R:3:forces:R:3:nbo_charge:R:1
Mn -0.4256 -0.7921 -0.7489 0.61 -0.73 0.92 0.7724
N 1.7915 3.9155 -2.0972 -0.04 0.07 -0.01 -0.5946
C 0.5890 3.1308 -2.1445 0.04 -0.03 0.01 0.1095
N 0.8119 1.7037 -1.8694 0.08 -0.09 0.13 -0.4485
C 2.0807 1.1501 -1.8258 -0.10 -0.04 -0.07 0.4531
N 2.4158 -0.0781 -1.6031 0.03 0.15 0.28 -0.3646
N 1.4658 -1.0231 -1.3355 -0.15 0.17 -0.19 -0.2192
C 1.9173 -2.2212 -1.4674 0.07 0.07 -0.19 0.0614
C 0.9468 -3.2840 -1.4434 -0.05 -0.20 0.08 0.1339
C 1.2820 -4.6340 -1.4931 -0.01 0.03 0.02 -0.2070
C 0.2662 -5.5684 -1.4944 0.00 0.00 -0.02 -0.1609
C -1.0520 -5.1300 -1.4559 0.00 0.02 0.01 -0.2419
C -1.3022 -3.7711 -1.4039 -0.04 -0.05 0.12 0.0689
N -0.3282 -2.8640 -1.3873 -0.15 0.57 -0.48 -0.4345
C 3.2245 2.0180 -2.1868 0.01 -0.01 0.00 -0.1084
C 4.4987 1.4840 -2.3904 -0.02 0.01 0.02 -0.1353
C 5.5613 2.2935 -2.7351 -0.01 0.01 0.00 -0.2663
C 5.3566 3.6636 -2.8856 0.03 -0.01 0.00 -0.1583
C 4.1057 4.2099 -2.6957 -0.03 0.00 0.01 -0.2725
C 3.0330 3.3857 -2.3450 0.04 -0.02 -0.01 0.2027
H 1.6540 4.8816 -2.3453 0.00 -0.01 -0.01 0.3993
H 0.1156 3.2072 -3.1270 0.02 0.00 0.00 0.2005
H 2.9685 -2.3889 -1.6704 -0.01 -0.03 -0.03 0.2070
H 2.3228 -4.9260 -1.5235 0.00 -0.01 0.01 0.2259
H 0.4922 -6.6256 -1.5277 0.00 0.00 0.00 0.2238
H -1.8743 -5.8309 -1.4634 -0.02 0.01 -0.01 0.2280
H -2.3134 -3.3864 -1.3545 0.01 0.00 -0.02 0.2080
H 4.6279 0.4197 -2.2673 0.01 0.00 0.00 0.2374
H 6.5420 1.8656 -2.8888 0.00 0.01 0.00 0.2167
H 6.1822 4.3084 -3.1582 0.00 0.00 0.00 0.2154
H 3.9428 5.2748 -2.8110 0.00 0.00 0.00 0.2111
C -2.9652 -1.5039 5.6727 0.03 0.02 0.00 -1.1169
Si -1.7061 -1.9369 4.3465 -0.05 0.05 0.09 1.6413
C -2.2114 -3.5690 3.5965 -0.02 -0.06 -0.07 -1.1192
C -0.0216 -2.0402 5.1454 0.03 -0.02 -0.03 -1.1147
C -1.7539 -0.5634 3.0571 0.12 0.05 0.14 -0.5274
C -2.5084 0.5850 3.2383 -0.08 -0.04 -0.06 -0.1317
C -2.5916 1.5664 2.2501 0.02 0.00 -0.03 -0.2482
C -1.9233 1.3458 1.0683 0.03 0.08 0.00 0.0608
N -1.1464 0.2758 0.8805 -0.25 0.40 -0.28 -0.5340
C -1.0261 -0.6410 1.8544 0.02 -0.11 0.02 0.1112
S 0.0608 -1.8840 1.3570 -0.02 -0.32 0.20 -0.2493
H -3.1437 -2.3797 6.3005 0.02 0.00 0.03 0.2392
H -3.9276 -1.2064 5.2517 -0.01 -0.02 -0.01 0.2338
H -2.6134 -0.6997 6.3224 -0.02 0.02 -0.01 0.2346
H -2.1819 -4.3610 4.3483 0.00 0.01 0.03 0.2328
H -1.5540 -3.8497 2.7737 -0.02 0.01 0.00 0.2576
H -3.2346 -3.5063 3.2186 0.00 -0.02 -0.03 0.2337
H -0.0393 -2.7896 5.9406 0.04 0.00 0.01 0.2327
H 0.2558 -1.0814 5.5876 -0.01 0.00 0.02 0.2368
H 0.7513 -2.3157 4.4268 -0.02 -0.01 -0.02 0.2533
H -3.0723 0.7139 4.1549 0.01 0.02 0.02 0.2129
H -3.1795 2.4625 2.3854 -0.02 0.00 -0.02 0.2168
H -1.9938 2.0329 0.2358 -0.03 -0.03 0.00 0.2034
Cl 0.3065 3.9737 0.4426 0.00 0.00 0.02 0.0684
C -0.3691 3.7056 -1.1103 0.03 -0.05 0.00 -0.0393
C -0.3341 0.8935 -1.7695 0.45 0.06 -0.54 -0.0221
C -1.5283 1.2111 -2.2844 -0.43 0.21 -0.17 -0.2248
Cl -2.6816 -0.1328 -2.0019 -0.08 -0.19 0.12 -0.0014
C -2.1616 2.2908 -3.0452 0.03 0.00 -0.10 -0.0283
Cl -2.8900 1.8216 -4.5511 0.05 0.01 0.02 0.0369
C -2.2325 3.5731 -2.6578 -0.11 0.00 0.00 -0.1214
Cl -2.9728 4.8095 -3.6094 0.00 -0.04 0.02 0.0446
C -1.6344 4.0013 -1.3990 -0.02 0.08 0.06 -0.0814
Cl -2.6752 4.8100 -0.2818 0.00 0.00 -0.02 0.0463
```
Positions in Å, forces in eV/Å.

2S+1 ... 2
Frontier orbital gap (alpha / beta) ... 6.77 / 6.63 eV
Strongest force on any atom ... 0.0257 Eh/bohr
Total energy ... -5548.94631 Eh
ΔE to the lowest compared entry with this formula, charge and spin ... 263.0 kJ/mol

# 2
This record from OMol25 describes a 16-piece molecular cluster, C21H43BBrCl30N3O8PS overall. The level of theory is wB97M-V/def2-TZVPD.

Structure (XYZ):
```
109
Properties=species:S:1:pos:R:3:forces:R:3:lowdin_charge:R:1
C 5.1509 0.5389 2.1516 0.79 0.95 1.30 -0.0700
N 5.2702 -0.7548 2.8343 -1.92 -1.09 -0.31 -0.0996
C 5.6167 -1.8726 1.9283 1.27 0.17 -0.96 -0.0961
B 4.1625 -1.0376 3.7511 1.82 0.22 1.02 -0.4952
O 4.3881 -0.7083 5.1318 -0.97 0.22 -2.05 0.1260
C 2.7441 -1.7268 3.3592 -2.79 -1.39 -0.10 -0.4409
S 2.7724 -3.5996 3.2350 1.29 0.11 0.26 0.8373
C 2.0054 -1.2855 2.0346 -0.32 -1.33 -1.96 -0.3231
O 2.7593 -1.2875 0.8346 0.79 1.81 2.87 -0.1012
N 2.0387 -2.0125 -0.1637 -0.14 -2.72 -1.26 0.0558
O 2.4868 -3.0878 -0.2439 -0.69 1.52 -0.31 0.1584
N 1.3336 0.0282 2.3987 1.84 1.04 1.37 0.0721
P 0.9223 1.3082 1.2475 -4.05 0.84 -4.03 0.6240
O -0.3266 0.8250 0.5690 2.75 0.82 1.87 -0.2348
O 0.6831 2.7485 2.0302 2.00 -2.72 -0.65 -0.1333
O 2.0486 1.5319 0.0688 -0.68 -0.22 3.18 -0.0780
C 1.1488 0.0035 3.6963 -1.36 -0.40 0.61 -0.2212
O 0.6786 1.0420 4.4155 0.97 -1.27 -0.78 0.1376
C 1.4753 -1.4088 4.3141 0.26 0.87 0.60 -0.7138
O 1.6569 -1.3403 5.6914 0.86 0.55 -1.26 -0.0595
Br -0.0517 -2.7077 4.1788 -0.02 1.13 -0.61 0.8228
H 6.0530 0.7098 1.5269 -0.84 -0.12 0.07 0.0603
H 5.1960 1.3344 2.9425 -0.04 -0.46 -0.58 0.1044
H 4.1939 0.7016 1.5990 0.63 -0.36 -0.17 0.0561
H 5.3079 -1.6665 0.8749 -0.05 -0.36 0.79 0.0672
H 5.2671 -2.8680 2.2598 -0.07 0.72 -0.08 0.0635
H 6.7332 -1.9328 1.9027 -0.77 -0.01 0.03 0.0872
H 3.9387 0.1421 5.2506 0.07 -0.17 0.86 0.1018
H 2.9968 -3.9644 4.5495 -0.13 0.64 -0.74 -0.0879
H 1.1103 -1.8927 1.7520 0.54 -0.14 1.08 0.1339
H 1.5834 3.1156 2.1440 -0.41 0.71 0.17 0.0712
H 2.8640 1.9031 0.4536 0.24 -0.04 -0.59 0.0783
H 1.4332 1.6361 4.5730 -0.37 0.29 0.17 0.1585
H 2.3617 -1.9829 5.8919 -0.13 0.14 0.41 0.0703
C -2.7511 -0.4864 0.2787 -0.04 0.30 -0.12 -1.0176
Cl -4.3067 -0.3785 -0.5535 -0.05 -0.04 0.00 0.5749
Cl -2.8256 -1.6057 1.6468 0.19 -0.10 0.06 0.5449
H -2.0017 -0.8385 -0.4232 -0.13 -0.03 0.05 -0.0089
H -2.4800 0.4984 0.6464 -0.20 -0.22 -0.04 0.0066
C -3.1941 -0.5537 -3.9035 0.00 -0.23 -0.10 -1.0640
Cl -1.5211 -0.4850 -3.3341 0.15 -0.02 0.12 0.5297
Cl -3.3676 0.2107 -5.4904 0.11 -0.02 0.04 0.5225
H -3.4979 -1.5938 -3.9782 0.12 0.04 -0.09 0.0400
H -3.8224 -0.0367 -3.1949 0.21 0.09 -0.01 -0.1142
C -5.1901 -4.0401 2.9511 -0.16 0.09 0.07 -1.0384
Cl -6.2599 -4.5490 4.2599 -0.04 0.05 -0.10 0.5146
Cl -3.6347 -4.8848 3.0373 0.11 0.08 -0.08 0.4815
H -5.6576 -4.2623 1.9969 0.04 -0.10 0.09 0.0336
H -5.0193 -2.9716 3.0397 0.04 -0.08 0.06 -0.0356
C 1.5224 -3.5545 8.7770 -0.43 0.28 -0.07 -1.0419
Cl 2.3994 -4.3361 7.4434 0.00 0.09 -0.14 0.4983
Cl -0.2280 -3.6722 8.5679 0.07 0.06 -0.05 0.5343
H 1.7920 -4.0374 9.7019 -0.05 -0.12 -0.08 -0.0525
H 1.8024 -2.5054 8.8116 0.01 -0.08 -0.10 0.0255
C -1.1618 3.3235 -3.5464 -0.01 -0.16 -0.04 -1.0338
Cl -2.7795 3.8093 -3.0232 0.01 -0.13 0.05 0.5031
Cl -0.3213 4.6571 -4.3470 0.11 0.00 0.02 0.5235
H -0.5878 3.0157 -2.6779 -0.05 0.12 0.00 0.0161
H -1.2495 2.4950 -4.2430 -0.08 0.11 -0.01 -0.0047
C 8.3365 0.9736 -1.2237 0.16 0.02 -0.13 -0.9978
Cl 7.4185 2.4079 -0.7457 0.02 0.04 -0.01 0.5048
Cl 7.5900 -0.5041 -0.6016 0.08 -0.04 -0.06 0.5407
H 8.3684 0.9215 -2.3074 -0.13 0.00 0.07 0.0314
H 9.3433 1.0522 -0.8259 -0.11 0.00 0.09 0.0318
C 0.9539 4.5558 -8.1347 -0.20 0.06 -0.02 -1.0272
Cl 1.3888 6.0578 -8.9558 -0.07 -0.02 0.03 0.5130
Cl 2.3465 3.4757 -7.9822 0.01 -0.10 0.07 0.5026
H 0.5854 4.7913 -7.1418 0.12 0.01 -0.02 -0.0230
H 0.1812 4.0525 -8.7077 0.13 0.01 -0.05 0.0296
C -5.6961 -0.4569 -8.5889 -0.04 0.09 0.12 -1.0221
Cl -5.2725 0.5937 -9.9458 -0.01 0.06 0.04 0.5057
Cl -5.6373 -2.1612 -9.0537 -0.02 -0.05 0.09 0.5163
H -4.9908 -0.2891 -7.7805 0.01 -0.07 -0.14 -0.0296
H -6.7020 -0.2168 -8.2585 0.02 -0.05 -0.13 0.0303
C 2.4601 -0.3956 -9.2030 0.06 0.10 0.08 -1.0403
Cl 3.5780 -0.9934 -10.4341 0.07 0.02 0.07 0.5039
Cl 0.7780 -0.6406 -9.6897 -0.03 0.06 0.11 0.4951
H 2.6393 -0.9307 -8.2757 -0.05 -0.08 -0.12 0.0232
H 2.6338 0.6671 -9.0565 -0.07 -0.07 -0.14 -0.0164
C -6.7928 -2.0818 -12.9444 0.11 0.06 0.05 -1.0397
Cl -8.4043 -1.3578 -13.0042 0.03 0.08 0.04 0.4952
Cl -6.7818 -3.6942 -13.6689 0.08 -0.01 0.02 0.5001
H -6.1021 -1.4468 -13.4902 -0.11 -0.06 -0.06 0.0267
H -6.4841 -2.1618 -11.9075 -0.09 -0.05 -0.02 -0.0241
C -7.1035 1.3138 -2.4557 -0.13 0.05 0.17 -1.0054
Cl -5.9859 0.7264 -3.6967 -0.41 0.25 0.03 0.5512
Cl -8.7854 1.0652 -2.9321 0.04 0.03 0.07 0.5276
H -6.9170 0.7753 -1.5314 -0.03 -0.05 -0.11 0.0020
H -6.9330 2.3755 -2.3068 -0.01 -0.05 -0.13 0.0314
C -4.9688 -0.2703 4.4567 0.00 -0.06 -0.05 -1.0872
Cl -6.5930 -0.2716 3.7612 0.06 0.04 -0.10 0.5290
Cl -4.8954 -1.2714 5.9123 0.15 0.04 -0.02 0.5179
H -4.2731 -0.6655 3.7216 -0.10 -0.04 0.06 -0.0428
H -4.6898 0.7485 4.7070 -0.48 -0.28 0.04 -0.0923
C 0.8393 6.0186 0.9825 -0.32 0.11 -0.14 -1.0382
Cl 2.5812 6.0198 1.3181 0.05 -0.25 0.17 0.5004
Cl 0.4918 6.6884 -0.6113 -0.03 -0.10 0.09 0.5415
H 0.4772 4.9964 1.0203 0.03 0.07 -0.08 -0.0142
H 0.3345 6.6175 1.7346 0.14 0.05 -0.04 0.0289
C -1.7004 3.3174 5.0449 0.04 0.11 0.13 -0.9928
Cl -1.7508 4.3203 3.5905 0.05 0.08 0.00 0.5438
Cl -2.8799 2.0084 4.9658 0.43 0.21 0.09 0.6175
H -0.7132 2.8801 5.1373 -0.07 0.01 -0.06 -0.0076
H -1.9108 3.9415 5.9081 -0.12 -0.03 -0.09 0.0370
C 5.2944 -3.4256 10.4256 0.09 0.02 0.15 -0.9769
Cl 5.2558 -2.4063 8.9798 0.04 0.07 0.00 0.5028
Cl 4.0119 -4.6433 10.3934 0.47 -0.17 0.35 0.5631
H 6.2545 -3.9295 10.4746 -0.09 -0.02 -0.12 0.0314
H 5.1597 -2.7979 11.3008 -0.09 -0.01 -0.10 0.0317
```
Positions in Å, forces in eV/Å.

Frontier orbital gap ... 6.10 eV
Strongest force on any atom ... 0.1123 Eh/bohr
Total energy ... -18735.96388 Eh
Total charge ... +1

| no. | molecular weight (Da) |
| --- | --- |
| 1 | 735.89 |
| 2 | 1682.93 |